No. 1
A 5-piece molecular cluster, H16N5 overall at a distorted geometry, computed with ωB97M-V with the def2-TZVPD basis set.

Bonds (Å) are listed after each position.
Element x y z (Å)
1 N 0.397 -0.022 -0.460  H2 1.052, H3 1.022, H4 1.029, H5 1.019
2 H 0.355 -0.961 -0.933  N1 1.052
3 H 0.085 -0.113 0.509  N1 1.022
4 H 1.386 0.255 -0.400  N1 1.029
5 H -0.251 0.613 -0.924  N1 1.019
6 N -1.772 -1.735 2.691  H7 1.006, H8 1.011, H9 1.006
7 H -1.291 -2.538 3.060  N6 1.006
8 H -2.681 -2.039 2.371  N6 1.011
9 H -1.901 -1.036 3.402  N6 1.006
10 N 2.927 1.636 -0.784  H11 1.013, H12 1.013, H13 1.010
11 H 3.286 1.187 -1.619  N10 1.013
12 H 3.613 1.482 -0.055  N10 1.013
13 H 2.921 2.633 -0.945  N10 1.010
14 N -0.633 -2.541 -1.265  H15 1.017, H16 1.000, H17 1.014
15 H -0.240 -3.186 -1.947  N14 1.017
16 H -1.571 -2.441 -1.594  N14 1.000
17 H -0.673 -3.140 -0.448  N14 1.014
18 N -0.950 2.652 -0.153  H19 0.990, H20 1.017, H21 1.020
19 H -1.034 3.018 0.762  N18 0.990
20 H -1.728 3.021 -0.693  N18 1.017
21 H -0.160 3.176 -0.528  N18 1.020

Calculated values
Lowest unoccupied orbital energy ... -2.6 eV
Charge ... +1
HOMO level ... -0.4839 Eh
Total energy ... -7705.5200 eV
Orbital gap ... 10.546 eV

natural (NBO) atomic charges, in units of e: -0.91, 0.46, 0.44, 0.46, 0.46, -1.10, 0.37, 0.37, 0.37, -1.11, 0.37, 0.38, 0.38, -1.09, 0.38, 0.38, 0.38, -1.10, 0.37, 0.38, 0.36

No. 2
The molecule CH4N2OS2 at a distorted geometry, computed with ωB97M-V with the def2-TZVPD basis set.

Bonds (Å) are listed after each position.
Element x y z (Å)
1 O 0.083 -1.864 -1.569  N2 1.361, H7 1.054
2 N 0.199 -0.588 -1.108  O1 1.361, C3 1.331, H8 1.021
3 C 0.064 -0.373 0.198  N2 1.331, S4 1.647, N5 1.417
4 S -0.334 -1.546 1.283  C3 1.647
5 N 0.328 0.960 0.603  C3 1.417, S6 1.652, H9 0.988
6 S -0.014 2.355 -0.213  N5 1.652, H10 1.329
7 H -0.723 -2.218 -0.990  O1 1.054
8 H 0.182 0.111 -1.852  N2 1.021
9 H 0.307 1.145 1.573  N5 0.988
10 H 1.071 2.562 -0.951  S6 1.329

Calculated values
Lowest unoccupied orbital energy ... 0.5 eV
SMILES ... ONC(=S)NS
HOMO level ... -0.3268 Eh
Total energy ... -27797.8877 eV
Orbital gap ... 9.417 eV

natural (NBO) atomic charges, in units of e: -0.52, -0.30, 0.22, -0.21, -0.78, 0.20, 0.48, 0.40, 0.42, 0.09